No. 1
ORCA calculation (ωB97M-V/def2-TZVPD) on C5H11NO in the gas phase in a non-equilibrium geometry.

Calculated values
Frontier orbital gap = 0.364 hartree
Structure (SMILES) = CCC(=O)N(C)C
Total charge = 0
HOMO energy = -9.15 eV

```
18
Properties=species:S:1:pos:R:3:lowdin_charge:R:1
O -1.864 -0.673 -1.039 0.03
N -0.665 0.691 0.381 -0.16
C 0.231 -1.483 -0.037 -0.18
C 0.470 1.044 1.312 -0.05
C 1.407 -1.625 -0.977 -0.13
C -0.838 -0.395 -0.405 -0.49
C -1.443 1.865 -0.179 -0.04
H 0.730 -1.413 0.958 0.10
H -1.204 2.715 0.492 0.07
H 2.290 -2.100 -0.466 0.08
H 1.690 -0.629 -1.466 0.10
H 0.454 0.366 2.189 0.08
H 1.192 -2.254 -1.821 0.05
H 1.474 0.988 0.797 0.09
H 0.378 2.143 1.689 0.10
H -0.379 -2.418 -0.075 0.12
H -1.326 1.850 -1.281 0.08
H -2.595 1.329 -0.074 0.15
```

No. 2
ORCA calculation (ωB97M-V/def2-TZVPD) on 9 unconnected molecules or ions with the total composition C4H21O12 in a non-equilibrium geometry.

Calculated values
Frontier orbital gap (alpha / beta) = 0.391 / 0.198 hartree
<S²> = 0.757
2S+1 = 2
Total charge = 0
HOMO energy (alpha / beta) = -10.93 / -10.93 eV

```
37
Properties=species:S:1:pos:R:3:lowdin_spin:R:1
O -1.037 0.071 3.047 0.35
O -2.747 -2.816 0.815 0.01
O 3.398 -0.539 0.461 0.00
O 3.526 -0.650 -3.043 0.00
O -3.175 4.112 1.735 0.00
O -1.471 2.721 3.290 0.02
O 1.565 -2.491 0.300 0.01
O -0.598 -1.581 1.792 0.55
O -0.524 1.315 -1.984 0.00
O 0.254 -1.857 -1.892 0.00
O 1.496 0.997 -1.100 0.00
O 0.857 -0.172 -3.828 0.00
C 0.347 1.364 -0.987 0.00
C -0.917 -0.348 1.897 0.01
C -1.235 0.401 0.608 0.02
C -0.416 1.677 0.297 0.00
H -1.851 -2.466 0.869 0.00
H -1.017 2.559 0.122 0.00
H -0.102 0.983 -2.829 0.00
H -1.355 1.772 3.073 0.00
H 1.819 -0.112 -3.649 0.00
H -1.596 2.711 4.245 0.00
H 2.765 -1.276 0.379 0.00
H -2.546 3.557 2.264 0.00
H -2.737 -3.632 1.325 0.00
H 0.537 -0.928 -3.303 0.00
H -0.226 -1.941 -1.061 0.00
H 1.155 -1.693 -1.589 0.00
H -1.175 -0.391 -0.179 0.01
H 2.884 0.152 0.020 0.00
H -2.317 0.547 0.546 0.00
H 3.176 -1.526 -2.896 0.00
H 1.631 -3.453 0.413 0.00
H -3.245 3.553 0.953 0.00
H 0.270 1.797 1.143 0.00
H 3.712 -0.227 -2.188 0.00
H 0.896 -2.189 0.937 0.00
```

No. 3
ORCA calculation (ωB97M-V/def2-TZVPD) on C4H8O in the gas phase.

Calculated values
Frontier orbital gap (alpha / beta) = 0.300 / 0.292 hartree
Total charge = 0
HOMO energy (alpha / beta) = -7.24 / -7.03 eV

```
13
Properties=species:S:1:pos:R:3:lowdin_charge:R:1
O -1.022 -0.965 -0.893 -0.08
C -0.439 0.149 -1.209 -0.17
C 0.716 0.629 -0.413 -0.24
C -0.690 -1.828 0.034 -0.05
C 0.282 1.034 1.011 -0.11
H 0.237 -1.710 0.579 0.06
H -1.289 -2.724 0.043 0.06
H 1.185 1.474 -0.925 0.11
H -0.433 0.310 1.421 0.06
H -0.956 0.702 -1.981 0.11
H 1.481 -0.166 -0.357 0.11
H -0.207 2.012 0.994 0.07
H 1.135 1.083 1.696 0.07
```

No. 4
ORCA calculation (ωB97M-V/def2-TZVPD) on a molecular structure, C14H39ClO12P2SSi2 in a non-equilibrium geometry.

Calculated values
Frontier orbital gap = 0.366 hartree
Total charge = 0
HOMO energy = -9.66 eV

```
71
Properties=species:S:1:pos:R:3:lowdin_charge:R:1
Cl -0.630 -6.265 4.803 0.27
S -5.150 -1.631 3.238 0.58
P 3.318 2.284 -0.375 0.45
P -0.245 1.188 -3.660 0.44
Si -0.594 -3.073 2.478 0.52
Si -0.735 -5.897 2.794 0.06
O 4.631 1.631 -0.976 -0.22
O -4.904 -0.170 2.652 -0.14
O 1.158 0.501 -3.986 -0.25
O -4.064 -1.902 4.130 -0.29
O 2.853 1.540 0.794 -0.21
O -6.446 -1.733 3.823 -0.27
O 0.150 -4.585 2.388 -0.41
O -0.469 1.863 -5.122 -0.26
O 4.035 3.691 0.086 -0.28
O 2.094 3.005 -1.099 -0.26
O -1.218 0.126 -3.373 -0.23
O -0.687 2.436 -2.767 -0.24
C -1.754 3.264 -3.250 -0.08
C 0.199 0.563 3.610 -0.09
C 1.074 -0.745 -4.701 -0.08
C 0.308 -0.365 2.387 -0.25
C -1.566 -2.788 0.896 -0.23
C 0.615 2.482 -5.819 -0.10
C -2.705 -1.749 1.074 -0.26
C 4.071 4.823 -0.777 -0.11
C 1.044 3.500 -0.250 -0.08
C 1.970 -2.189 1.850 -0.11
C -4.104 -2.287 0.701 -0.21
C 5.898 1.902 -0.352 -0.07
C -4.991 -2.747 1.859 -0.22
C 0.755 -1.811 2.723 -0.41
H -4.806 -0.195 1.691 0.08
H -1.391 3.986 -3.979 0.09
H 1.464 3.998 0.622 0.09
H 0.384 2.690 0.050 0.09
H 3.884 4.561 -1.818 0.09
H -2.140 -5.722 2.373 -0.04
H 1.449 2.723 -5.161 0.09
H 0.968 1.817 -6.607 0.09
H 3.324 5.551 -0.458 0.09
H 0.241 3.401 -6.270 0.09
H -0.673 1.213 3.535 0.06
H 5.803 1.888 0.731 0.10
H 5.061 5.273 -0.698 0.09
H -0.619 -0.333 1.813 0.07
H -0.849 -2.412 0.162 0.08
H 6.299 2.856 -0.683 0.09
H -0.173 -7.067 2.103 -0.05
H 1.055 1.237 3.631 0.07
H -2.665 -1.326 2.077 0.07
H -2.488 -0.924 0.395 0.11
H 6.559 1.104 -0.679 0.09
H 1.658 -2.221 0.802 0.07
H -4.702 -3.701 2.290 0.11
H -4.623 -1.548 0.088 0.11
H 2.765 -1.454 1.952 0.08
H 2.327 -3.191 2.084 0.06
H 1.069 0.062 1.737 0.07
H -2.545 2.656 -3.684 0.09
H 2.063 -0.908 -5.125 0.09
H -3.939 -3.156 0.066 0.11
H 0.491 4.216 -0.853 0.09
H 0.339 -0.681 -5.501 0.09
H 1.089 -1.826 3.763 0.10
H -2.128 3.797 -2.379 0.09
H -1.529 -3.090 3.628 0.03
H 0.174 0.025 4.555 0.07
H 0.826 -1.555 -4.022 0.09
H -1.929 -3.741 0.509 0.07
H -6.006 -2.866 1.477 0.11
```

No. 5
ORCA calculation (ωB97M-V/def2-TZVPD) on a molecular structure, C21H40F3O19Rb in a non-equilibrium geometry.

Calculated values
Frontier orbital gap = 0.106 hartree
Total charge = -2
HOMO energy = 0.55 eV

```
84
Properties=species:S:1:pos:R:3:lowdin_charge:R:1
Rb 3.120 1.936 4.047 0.87
F -0.219 3.181 6.744 0.09
F -2.124 2.645 5.799 0.05
F -1.309 1.353 7.359 0.10
O 2.661 0.505 1.523 -0.46
O -0.054 -1.500 -3.708 0.02
O -4.135 3.229 -0.208 0.14
O -4.343 2.057 1.689 0.01
O 1.283 3.926 -4.292 0.00
O 4.441 0.783 -1.207 -0.36
O -1.076 -1.831 2.723 0.16
O 3.734 -4.883 0.736 0.16
O 0.172 2.136 4.120 -0.18
O 0.862 0.619 5.650 -0.23
O 1.968 -5.932 -0.112 0.01
O -1.886 -1.671 0.631 0.01
O 3.235 3.484 -5.352 0.13
O -0.495 -3.519 -2.866 0.12
O 1.674 4.880 -6.166 -0.03
O 3.171 -6.979 1.326 0.00
O -3.174 -1.198 2.261 0.00
O -2.764 1.583 0.377 0.01
O -2.071 -2.092 -3.490 0.01
C 1.657 3.192 -3.087 0.02
C 1.679 -4.782 -0.929 -0.02
C 2.345 0.825 0.233 -0.54
C -0.819 -2.474 -3.324 -0.71
C -3.748 2.418 0.565 -0.66
C -0.926 2.100 6.282 -0.46
C -0.267 3.312 2.115 -0.06
C 2.182 4.055 -5.225 -0.64
C -0.182 1.282 5.211 -0.58
C 3.032 -5.836 0.661 -0.65
C 3.209 0.345 -0.947 -0.58
C -3.466 -0.902 3.614 -0.04
C -0.663 -2.161 0.082 -0.03
C 1.360 -1.789 -3.776 0.00
C 4.186 -7.025 2.287 -0.07
C -3.035 -2.956 -2.926 -0.05
C -1.943 -1.583 1.950 -0.64
C -1.975 1.563 -0.794 -0.03
C -0.816 2.286 3.113 -0.25
C -5.490 2.771 2.049 -0.07
C 2.561 5.284 -7.199 -0.07
H -6.307 2.749 1.330 0.09
H 4.432 -8.037 2.582 0.08
H 2.495 -4.607 -1.637 0.10
H 0.823 -5.078 -1.522 0.08
H 3.918 -6.432 3.166 0.10
H -0.915 0.537 4.831 0.14
H -3.773 0.139 3.703 0.08
H -0.536 -1.784 -0.924 0.08
H -1.725 2.754 3.498 0.11
H 2.081 6.140 -7.665 0.08
H 3.104 -0.785 -0.846 0.07
H 5.080 -6.518 1.912 0.09
H 1.252 0.655 -0.015 0.05
H 3.566 5.512 -6.847 0.09
H -4.360 -1.489 3.861 0.09
H 1.968 2.182 -3.337 0.08
H -2.671 -1.190 4.296 0.09
H 0.641 2.949 1.614 0.06
H 1.561 -3.872 -0.349 0.09
H 0.201 -1.951 0.720 0.11
H 1.753 -1.820 -2.765 0.08
H 0.930 3.160 -2.286 0.08
H 2.524 0.553 -1.832 0.04
H -0.655 -3.254 0.048 0.09
H -5.234 3.796 2.327 0.10
H 1.836 -0.970 -4.311 0.09
H -1.019 3.551 1.364 0.06
H 2.511 3.777 -2.749 0.10
H -1.796 2.572 -1.176 0.09
H -0.922 1.331 2.597 0.12
H 2.643 4.475 -7.932 0.09
H 2.342 1.961 0.168 0.07
H -1.005 1.106 -0.591 0.08
H -2.996 -3.944 -3.400 0.09
H -4.003 -2.488 -3.027 0.09
H 1.567 -2.665 -4.393 0.09
H -5.872 2.331 2.971 0.09
H -2.780 -3.180 -1.886 0.09
H 0.152 4.193 2.614 0.07
H -2.365 1.000 -1.651 0.10
```

No. 6
ORCA calculation (ωB97M-V/def2-TZVPD) on 3 unconnected molecules or ions with the total composition C16H30BrN3O11S3 in a non-equilibrium geometry.

Calculated values
Frontier orbital gap = 0.337 hartree
Structure (SMILES) = NC[C@H](O)C[C@]1(CCSc2nnco2)OC(=O)O[C@H]1Br.CCOS(C)(=O)=O.CCOS(C)(=O)=O
Total charge = 0
HOMO energy = -8.90 eV

```
64
Properties=species:S:1:pos:R:3:lowdin_charge:R:1
Br -5.310 -3.180 0.613 0.80
S 6.984 -0.142 1.921 0.59
S 2.705 -1.327 -1.073 0.59
S -3.378 0.722 -3.806 0.98
O -2.306 -0.642 0.645 -0.07
O 1.500 -2.102 -1.138 -0.28
O -8.196 -0.558 -2.525 0.22
O 6.510 -1.171 1.042 -0.28
O -6.205 0.124 -1.601 0.03
O -6.978 -1.874 -1.081 -0.05
O 7.849 -0.816 3.090 -0.26
O -3.751 3.339 -3.078 -0.02
O 7.686 1.002 1.425 -0.27
O 3.211 -0.634 -2.220 -0.27
O 2.590 -0.292 0.150 -0.27
N -5.668 2.380 -3.305 0.03
N -5.872 3.653 -2.950 0.01
N -2.718 2.379 1.244 0.00
C 5.645 0.422 2.922 -0.11
C 8.972 -1.633 2.723 -0.26
C -4.239 0.510 -0.215 -0.06
C -4.332 -0.804 -3.450 -0.41
C 10.142 -0.803 2.230 -0.08
C -3.165 1.199 2.017 -0.22
C -5.123 -0.567 -0.935 -0.40
C 1.802 0.895 -0.035 -0.26
C 0.315 0.599 -0.027 -0.09
C 3.982 -2.337 -0.396 -0.12
C -4.197 -1.320 -1.959 -0.16
C -4.343 2.162 -3.376 -0.61
C -7.261 -0.736 -1.856 -0.51
C -6.032 -1.494 -0.045 -0.58
C -3.538 -0.020 1.092 -0.33
C -4.701 4.279 -2.820 -0.13
H 8.673 -2.375 1.979 0.12
H -3.408 0.782 -0.912 0.11
H -4.489 5.327 -2.570 0.13
H 0.030 -0.015 -0.882 0.07
H -4.023 1.487 2.688 0.12
H 11.013 -1.436 2.049 0.08
H 3.662 -2.707 0.576 0.08
H -3.855 -1.606 -4.072 0.09
H 9.268 -2.177 3.619 0.12
H -2.299 -1.535 1.031 0.10
H 5.120 -0.438 3.333 0.08
H 2.098 1.407 -0.955 0.12
H 4.134 -3.173 -1.078 0.08
H -3.132 -1.340 -1.629 0.12
H 9.901 -0.294 1.297 0.07
H 0.037 0.049 0.871 0.07
H -4.150 -0.753 1.664 0.11
H 4.979 0.998 2.281 0.07
H 4.893 -1.751 -0.311 0.04
H -4.530 -2.392 -1.988 0.10
H 2.041 1.562 0.794 0.12
H -0.264 1.523 -0.073 0.07
H -2.067 2.893 1.841 0.07
H 6.039 1.055 3.714 0.08
H -5.394 -0.772 -3.792 0.10
H -3.487 3.022 1.056 0.07
H 10.404 -0.036 2.960 0.09
H -4.790 1.465 -0.023 0.13
H -2.328 0.879 2.686 0.12
H -6.659 -0.860 0.621 0.15
```

No. 7
ORCA calculation (ωB97M-V/def2-TZVPD) on a molecular structure, C25H28F5O2ReS in a non-equilibrium geometry.

Calculated values
Frontier orbital gap (alpha / beta) = 0.244 / 0.201 hartree
<S²> = 3.770
2S+1 = 4
Total charge = +1
HOMO energy (alpha / beta) = -9.82 / -10.95 eV

```
62
Properties=species:S:1:pos:R:3:lowdin_spin:R:1
Re -0.123 2.362 1.200 1.85
S 0.648 1.675 3.311 0.24
F 0.605 4.852 3.202 0.01
F 0.877 5.532 7.851 0.00
F 0.883 1.095 6.167 0.01
F 0.994 2.816 8.284 0.00
F 0.670 6.498 5.287 0.00
O 0.096 -0.276 0.101 0.06
O -0.568 -4.239 -3.456 0.00
C 0.670 4.285 4.436 0.01
C 1.880 1.920 -0.603 0.09
C 0.730 5.168 5.502 0.00
C -0.338 -0.595 -1.237 0.00
C 0.894 3.301 7.025 0.00
C -0.016 -6.041 -4.617 0.00
C 0.439 -1.829 -1.642 0.00
C 0.698 2.892 4.608 0.03
C -1.036 -4.866 -4.683 0.00
C 0.378 -5.359 -3.303 0.00
C 0.967 3.023 -0.748 0.05
C 1.179 3.921 0.385 0.03
C -2.452 -5.394 -4.615 0.00
C 2.163 3.293 1.243 0.13
C -2.083 1.348 1.143 0.08
C -1.917 2.199 0.000 0.04
C -1.719 3.546 0.470 0.02
C -1.984 2.153 2.321 0.06
C -0.836 -4.019 -5.915 0.00
C 0.911 -1.352 0.626 0.00
C 2.578 2.068 0.625 0.17
C 0.825 2.431 5.935 0.01
C 0.841 4.680 6.810 0.01
C 0.713 -2.530 -0.311 0.00
C -1.721 3.513 1.909 0.04
H 2.093 1.179 -1.363 0.00
H -0.167 -3.103 -0.003 0.00
H -2.142 1.812 3.333 0.00
H 2.607 3.745 2.117 0.00
H 0.592 -1.532 1.659 0.00
H 1.563 -3.209 -0.335 0.00
H -0.081 -2.451 -2.367 0.00
H -1.638 4.434 -0.139 0.00
H 3.336 1.404 1.007 0.01
H -2.574 -6.107 -3.791 0.00
H -1.675 4.366 2.571 0.01
H 0.746 -5.988 -5.401 0.00
H 0.382 3.246 -1.633 0.00
H -0.150 0.271 -1.887 0.00
H 0.840 4.943 0.455 0.00
H -1.088 -4.632 -6.794 0.00
H -3.179 -4.580 -4.513 0.00
H -2.027 1.891 -1.034 0.00
H -1.498 -3.146 -5.895 0.00
H 1.391 -1.508 -2.088 0.00
H -2.650 -5.926 -5.559 0.00
H -1.423 -0.779 -1.214 0.00
H 1.964 -1.021 0.626 0.00
H 0.206 -3.697 -6.006 0.00
H 0.120 -5.945 -2.413 0.00
H -2.323 0.293 1.132 0.01
H -0.493 -7.017 -4.490 0.00
H 1.422 -5.019 -3.286 0.00
```

No. 8
ORCA calculation (ωB97M-V/def2-TZVPD) on 2 unconnected molecules or ions with the total composition C11H12NO2 in a non-equilibrium geometry.

Calculated values
Frontier orbital gap = 0.286 hartree
Total charge = -1
HOMO energy = -4.44 eV

```
26
Properties=species:S:1:pos:R:3:lowdin_charge:R:1
O -2.149 -2.795 3.305 -0.05
O -0.418 -2.651 1.904 -0.11
N 0.238 -0.452 0.775 0.07
C 1.653 0.757 -2.893 -0.14
C 0.770 3.205 0.870 -0.08
C 0.619 -0.235 -0.495 -0.24
C 0.278 0.728 1.468 -0.03
C 0.535 1.776 0.561 -0.24
C -2.684 -2.349 1.061 -0.04
C -1.671 -2.643 2.176 -0.72
C 0.765 -1.140 -1.595 -0.02
C 1.312 1.641 -1.926 -0.05
C 0.800 1.149 -0.681 -0.16
C 1.162 -0.571 -2.788 -0.13
H 1.286 3.314 1.818 0.07
H 1.298 3.817 0.139 0.06
H -2.215 -2.049 0.117 0.05
H -0.018 -1.459 1.191 0.08
H 1.420 2.721 -1.914 0.09
H 1.359 -1.336 -3.540 0.08
H 2.158 1.019 -3.815 0.08
H -3.377 -3.175 0.876 0.06
H -3.374 -1.548 1.329 0.06
H -0.202 3.736 0.950 0.08
H 0.219 0.613 2.539 0.12
H 0.235 -2.074 -1.432 0.10
```

No. 9
ORCA calculation (ωB97M-V/def2-TZVPD) on 2 unconnected molecules or ions with the total composition C24H23N2O4 in a non-equilibrium geometry.

Calculated values
Frontier orbital gap = 0.136 hartree
Total charge = -1
HOMO energy = -2.19 eV

```
53
Properties=species:S:1:pos:R:3:lowdin_charge:R:1
O -0.173 1.719 0.074 0.10
O -0.782 1.354 -2.056 0.01
O -3.522 0.355 -2.171 0.01
O -2.574 -1.656 -1.770 0.12
N 0.642 2.875 6.346 0.14
N 3.609 1.326 -0.773 0.06
C 4.081 -3.402 2.847 -0.17
C -0.577 0.309 4.246 -0.02
C 4.063 -1.322 1.606 -0.07
C -1.695 0.462 2.090 -0.20
C 4.471 -2.064 2.708 -0.14
C -2.245 -0.188 0.915 0.06
C 2.813 -1.118 -0.515 -0.33
C -4.073 -0.316 -3.322 -0.23
C 3.235 -1.897 0.596 -0.22
C 0.102 2.349 5.449 -0.18
C 1.983 -1.632 -1.631 -0.10
C -2.716 -0.480 -1.484 -0.45
C -2.009 0.206 -0.353 -0.01
C -1.685 1.868 2.215 -0.02
C -1.173 -0.304 3.150 0.00
C 0.369 2.570 -3.778 -0.07
C -4.953 0.665 -4.036 -0.08
C -0.542 1.708 4.337 -0.23
C 3.276 -3.998 1.864 -0.15
C 3.251 0.212 -0.637 -0.31
C -0.921 1.166 -0.725 -0.40
C 2.862 -3.269 0.758 -0.07
C -1.123 2.481 3.322 -0.02
C 0.217 2.377 -2.300 -0.22
H -0.123 -0.296 5.035 0.12
H -4.641 -1.194 -2.985 0.13
H -5.387 0.159 -4.897 0.08
H -1.211 -1.392 3.063 0.12
H 4.375 -0.280 1.504 0.09
H 1.170 2.072 -1.847 0.11
H 5.099 -1.586 3.462 0.09
H 1.080 -1.015 -1.730 0.05
H -5.767 1.016 -3.398 0.08
H -1.114 3.572 3.390 0.12
H -0.114 3.311 -1.822 0.13
H -0.562 2.900 -4.246 0.07
H -2.908 -1.046 1.035 0.14
H -4.379 1.522 -4.396 0.08
H -3.238 -0.643 -3.958 0.14
H 1.684 -2.674 -1.525 0.05
H 0.734 1.666 -4.271 0.08
H 4.403 -3.976 3.715 0.07
H 1.113 3.355 -3.925 0.08
H 2.239 -3.745 -0.002 0.08
H 2.971 -5.042 1.966 0.08
H 2.522 -1.516 -2.582 0.07
H -2.157 2.477 1.444 0.13
```

Q: Look up the total charge of the first one.
A: 0